ORCA calculation (the ωB97M-V functional and the def2-TZVPD basis) on 16 unconnected molecules or ions with the total composition C43H127N9O16 at a distorted geometry.

Geometry as XYZ:
```
195
Properties=species:S:1:pos:R:3:forces:R:3:mulliken_charge:R:1
C 0.1563 -1.7905 -3.6953 -1.1 -0.1 0.2 -0.48
C 1.6046 -1.6090 -3.9512 1.0 0.9 0.6 0.37
C 1.8289 -0.8467 -5.2414 -0.3 -3.4 1.7 -0.36
O 1.4243 -1.6651 -6.3116 -0.6 0.5 -0.1 -0.45
C 1.4961 -0.9473 -7.5223 -0.4 -1.3 0.1 -0.81
N 2.1010 -0.8177 -2.8204 -0.4 -0.4 0.4 0.63
H -0.4008 -0.8454 -3.6861 0.3 -0.2 -1.0 -0.81
H -0.0667 -2.0690 -2.6628 0.3 -1.0 -0.1 0.03
H -0.2107 -2.4697 -4.4638 -0.6 0.0 0.3 0.62
H 2.1436 -2.5576 -3.9245 -0.1 -0.2 -0.3 0.61
H 2.8982 -0.6130 -5.3197 0.1 -1.0 0.0 0.71
H 1.4426 0.1976 -5.2584 -2.1 -4.4 0.5 0.05
H 2.5597 -0.8601 -7.7553 -0.1 0.4 -0.6 0.37
H 0.9491 -0.0015 -7.4957 0.2 0.2 0.1 0.15
H 0.9441 -1.5801 -8.2188 0.4 0.1 -0.5 0.28
H 1.4287 -0.0770 -2.6832 0.6 0.3 0.2 -1.44
H 3.0624 -0.5121 -2.8437 -0.1 0.3 -0.3 0.11
C 1.1974 0.2240 1.8329 1.4 0.7 -0.2 0.02
C 0.0223 0.6520 1.0197 -1.5 -1.9 0.5 0.37
C 0.1503 0.4535 -0.4935 -0.2 1.2 1.2 0.22
O -1.0168 1.1150 -1.0261 0.7 -0.1 0.4 -1.00
C -1.2415 0.9806 -2.4020 -0.4 -0.1 -0.4 0.71
N -1.1364 -0.2153 1.4077 0.0 0.5 -0.3 1.13
H 1.4687 -0.8306 1.8960 -0.6 -0.2 -0.2 -0.06
H 1.0908 0.6122 2.8456 0.1 0.0 0.0 0.51
H 2.0809 0.6731 1.3663 0.3 0.2 0.4 -1.14
H -0.2527 1.6704 1.3007 0.4 0.3 -0.6 0.67
H 0.2084 -0.6087 -0.7386 -0.2 0.0 -0.1 -0.48
H 1.1089 0.9210 -0.7416 -0.1 0.3 -0.8 0.50
H -0.2988 1.0335 -2.9472 -0.1 0.0 -0.2 -0.52
H -1.9097 1.7600 -2.7717 0.2 0.4 0.4 0.37
H -1.7988 0.0758 -2.6650 0.3 -0.3 0.2 0.03
H -1.6895 -0.1366 0.5606 -0.7 -0.4 0.3 -0.79
H -1.6826 0.2925 2.0965 0.0 -0.1 0.3 0.00
C -4.9025 -1.0327 -6.5529 1.0 0.2 -0.5 -1.49
C -3.4805 -1.6204 -6.4074 -0.5 0.7 0.2 0.11
C -2.3623 -0.5399 -6.4964 -1.3 0.6 0.7 -0.28
O -2.5920 0.4441 -5.4704 0.4 -0.9 -0.4 0.18
C -1.7093 1.5576 -5.5753 -2.1 -2.8 1.0 -1.70
N -3.4071 -2.3056 -5.1250 0.8 0.0 0.2 -0.66
H -5.0137 -0.7761 -7.6085 -0.4 0.1 0.0 0.43
H -4.9880 -0.1170 -5.9693 -0.1 -0.1 0.1 0.16
H -5.6613 -1.7540 -6.2582 0.1 0.0 0.0 0.41
H -3.3730 -2.3566 -7.2062 0.4 0.0 0.0 0.56
H -2.4168 0.0859 -7.3915 0.4 -0.7 -0.7 0.50
H -1.4074 -1.0173 -6.2618 0.3 0.0 -0.6 -0.10
H -1.9353 2.1440 -4.6949 0.0 -1.9 -0.4 0.65
H -1.9497 2.2271 -6.3961 -0.3 -1.5 -0.2 0.35
H -0.6584 1.2707 -5.5732 -0.4 -0.4 -0.5 0.89
H -2.4561 -2.6573 -5.0466 0.0 -0.4 0.0 0.30
H -3.3842 -1.5676 -4.4246 -0.6 0.0 0.3 0.05
C 3.8439 4.1559 4.8297 0.0 0.1 -0.9 -1.16
C 4.7007 2.9103 4.4882 -0.1 0.3 0.3 0.27
C 3.9147 1.6378 4.0797 1.1 0.4 0.5 0.40
O 3.4337 1.0502 5.2683 -0.3 0.4 -0.1 -0.52
C 2.9795 -0.2674 5.0902 -1.0 0.2 0.2 0.14
N 5.8193 3.1830 3.5529 -0.8 -0.1 0.7 -0.78
H 3.2514 4.5418 3.9956 -0.3 -0.6 -0.2 0.06
H 4.4008 5.0719 5.0366 0.6 -0.5 0.6 0.40
H 3.1688 3.9385 5.6563 0.0 0.0 0.0 0.38
H 5.1326 2.5999 5.4416 0.3 0.1 0.0 0.29
H 4.6526 0.9192 3.7055 0.1 0.1 -0.5 0.17
H 3.1924 1.8439 3.2850 -0.4 -0.2 0.2 -0.27
H 2.1088 -0.2518 4.4313 0.0 -0.2 -0.1 -0.34
H 2.6304 -0.5900 6.0710 0.1 -0.2 0.0 0.17
H 3.7002 -0.9889 4.7004 0.3 0.3 0.0 0.29
H 6.2147 2.2584 3.4326 0.5 0.2 -0.4 0.40
H 5.4527 3.4881 2.6560 0.0 -0.3 0.0 0.27
C 3.3098 -3.7181 3.0092 -0.9 0.8 -0.2 -1.19
C 3.6484 -4.6748 4.1613 -0.3 0.4 -2.1 0.49
C 3.1177 -4.2567 5.5078 0.1 0.4 -0.3 -0.56
O 3.8839 -3.1906 6.0366 0.3 -0.2 1.0 -0.33
C 3.5300 -3.0108 7.3998 -0.5 0.1 0.5 -0.91
N 2.9565 -5.9218 3.8060 0.3 -0.8 1.2 -0.74
H 3.3563 -4.1906 2.0263 0.7 -0.2 0.1 0.43
H 3.7998 -2.7436 2.9702 0.6 -0.3 0.2 0.28
H 2.2531 -3.4303 2.9991 -0.2 -0.3 0.6 0.12
H 4.7339 -4.8056 4.1783 0.1 0.1 0.4 0.26
H 3.1470 -5.1395 6.1541 0.0 0.1 0.3 0.45
H 2.0856 -3.9086 5.4144 -0.2 -0.3 0.0 0.25
H 3.7376 -3.8741 8.0389 0.2 -0.4 -0.3 0.34
H 2.4562 -2.8268 7.5043 -0.2 0.0 -0.2 0.34
H 4.0198 -2.1856 7.9161 0.4 0.2 -0.8 0.31
H 3.1877 -6.5316 4.5869 -0.5 -0.4 0.1 0.25
H 3.3937 -6.4218 3.0407 0.1 0.5 -0.4 0.26
C -4.9213 -3.6371 4.1212 -0.6 -1.0 1.9 -1.67
C -5.2900 -2.5450 3.1437 0.5 -1.6 1.5 0.93
C -6.1469 -1.4868 3.7974 0.3 0.4 0.0 -0.68
O -7.3024 -2.0203 4.4332 1.3 0.7 -0.6 -0.35
C -8.1776 -0.9739 4.8226 -1.0 -1.6 -0.3 -0.74
N -4.0298 -2.0252 2.6422 -1.1 1.0 -1.6 0.05
H -4.4766 -3.2548 5.0464 0.1 0.5 -0.1 0.37
H -4.1886 -4.3849 3.8157 -0.1 0.2 -0.8 0.34
H -5.7838 -4.1881 4.5065 -0.2 0.0 -0.2 0.39
H -5.9575 -3.0269 2.4247 0.6 0.2 -0.8 0.25
H -6.4306 -0.7899 3.0030 -0.3 0.1 0.0 0.27
H -5.5326 -0.9091 4.4976 0.0 0.0 0.3 0.31
H -8.0326 -0.6747 5.8611 0.2 0.3 -0.1 0.25
H -9.1193 -1.5176 4.7148 -0.5 0.6 0.5 0.27
H -8.2118 -0.1475 4.1116 0.3 0.2 0.1 0.32
H -3.3417 -1.8360 3.3562 -0.1 -0.2 0.1 0.13
H -3.6353 -2.6478 1.9377 0.3 -0.1 0.5 0.06
C -4.7138 -5.3308 -0.3346 0.5 0.6 -0.1 -1.25
C -3.2102 -5.6534 -0.2845 0.3 -0.1 0.4 0.78
C -2.3720 -4.9106 0.7515 -0.8 0.6 1.2 -1.63
O -2.5592 -3.5005 0.7670 0.7 -0.3 -0.4 0.24
C -2.0051 -2.8101 -0.3543 -1.0 -0.3 0.4 -0.46
N -3.0461 -7.0650 0.0681 -0.4 0.0 -0.4 -0.72
H -4.8618 -4.2606 -0.1770 -0.1 0.0 0.1 0.05
H -5.2609 -5.9099 0.4080 0.1 0.1 0.2 0.39
H -5.1657 -5.5369 -1.3057 0.2 -0.2 -0.1 0.38
H -2.7039 -5.3839 -1.2171 -0.4 -0.3 -0.4 0.38
H -1.3211 -5.2054 0.6772 0.2 0.3 -0.4 0.45
H -2.6516 -5.1922 1.7698 -0.2 -0.3 0.0 0.53
H -2.3667 -3.3162 -1.2505 0.4 0.3 -0.3 0.45
H -0.9168 -2.7551 -0.2959 0.1 -0.1 -0.1 0.19
H -2.4548 -1.8213 -0.2915 0.2 0.0 -0.3 -0.52
H -3.2634 -7.6142 -0.7527 0.2 -0.4 0.2 0.26
H -2.1207 -7.2793 0.4138 0.1 -0.1 -0.3 0.20
C 6.5543 1.2559 -1.2981 0.6 -0.2 0.7 -1.97
C 5.2070 0.7360 -0.8382 0.3 -0.2 -0.9 1.00
C 5.2868 -0.1915 0.3700 1.8 0.6 -0.2 -1.06
O 4.1069 -0.8012 0.7228 -0.7 0.1 -0.2 0.37
C 3.6825 -1.8458 -0.1382 0.1 -0.9 0.8 -0.62
N 4.2881 1.8468 -0.7365 -0.8 0.0 0.9 -0.33
H 7.1701 0.3899 -1.5467 0.2 0.2 -0.2 0.48
H 7.0846 1.8106 -0.5189 -0.1 0.0 0.2 0.36
H 6.4745 1.9354 -2.1450 -0.2 -0.2 -0.1 0.41
H 4.9311 0.0913 -1.6797 -0.6 0.0 0.0 0.13
H 5.6705 0.3343 1.2497 -0.2 0.3 0.1 0.13
H 6.0847 -0.9064 0.1279 -0.1 -0.4 0.0 0.38
H 4.2029 -1.9667 -1.0895 -0.1 0.8 -0.2 0.40
H 2.6053 -1.7414 -0.2518 0.1 -0.2 -0.3 0.04
H 3.9394 -2.7832 0.3640 -0.4 -0.1 0.2 0.13
H 3.4518 1.4964 -0.2725 -0.4 -0.2 -0.3 0.04
H 4.6214 2.4460 0.0166 0.3 0.4 -0.2 0.10
C 1.9592 4.0141 1.3227 -0.2 0.4 0.4 -0.64
C 2.9871 4.7330 0.3998 -1.7 -1.1 1.0 0.09
C 2.6761 6.2357 0.3290 -0.6 -0.7 -1.0 -1.09
O 2.1729 6.6581 1.5692 1.0 0.2 -0.1 -0.27
C 1.9922 8.0512 1.6948 -0.5 -0.1 0.6 -0.93
N 4.3214 4.4196 0.9641 -0.6 0.9 -0.9 -0.48
H 2.1053 2.9350 1.3699 0.5 0.1 0.0 -0.23
H 0.8973 4.0986 1.0784 0.1 0.5 -0.6 0.45
H 2.0332 4.4691 2.3092 0.1 -0.4 0.2 0.10
H 2.7624 4.2344 -0.5439 1.0 0.3 -0.5 0.28
H 1.9466 6.3876 -0.4767 -0.4 0.0 0.2 0.52
H 3.5225 6.8051 -0.0697 0.4 0.1 0.7 0.50
H 2.1229 8.2891 2.7511 0.0 0.0 0.0 0.25
H 0.9559 8.2750 1.4310 0.1 0.4 -0.2 0.30
H 2.6974 8.6701 1.1380 0.0 -0.2 -0.3 0.35
H 4.3560 5.0490 1.7625 0.3 -0.1 0.3 0.46
H 4.9641 4.8391 0.2978 0.5 -0.2 0.1 0.21
C 1.5526 1.9090 -4.7393 0.5 2.8 -0.1 -0.25
O 2.3312 1.1487 -5.6347 2.8 5.9 -1.9 -0.57
H 1.8135 2.9467 -4.9657 0.0 0.2 0.8 0.49
H 0.4613 1.8923 -4.8175 0.7 -0.5 -0.1 -0.19
H 1.8366 1.6138 -3.7313 0.2 0.2 -0.1 -0.07
H 2.3013 1.4152 -6.5574 -0.2 0.7 0.0 0.38
C -2.7199 2.9752 2.8887 -0.3 0.7 -1.0 -0.34
O -1.7703 2.1487 3.4768 0.8 -0.6 0.4 -0.40
H -3.0672 2.4755 1.9825 -0.5 -0.4 0.4 -0.05
H -3.5153 3.2423 3.5863 -0.2 -0.1 -0.2 0.31
H -2.3112 3.8906 2.4461 0.3 0.2 0.5 0.25
H -1.3363 2.6053 4.2022 0.0 0.0 0.0 0.27
C -0.0503 -2.0011 4.4802 1.2 1.0 0.3 -0.05
O -0.6560 -2.7069 3.4495 -0.9 -0.8 0.2 -0.58
H 1.0274 -2.1861 4.4372 0.1 0.3 0.0 -0.34
H -0.2221 -0.9227 4.4156 0.1 0.1 -0.2 0.16
H -0.3105 -2.2289 5.5171 -0.7 -0.8 -0.3 0.54
H -0.7914 -2.1340 2.6869 0.0 0.4 -0.2 0.07
C -4.8243 0.7271 -2.9394 -0.3 0.8 -1.6 -0.08
O -4.7328 -0.6324 -2.6170 0.3 0.2 0.3 -0.52
H -5.8450 1.1098 -3.0489 -0.3 -0.3 0.6 0.33
H -4.2706 1.4427 -2.3280 0.1 -0.3 0.4 0.04
H -4.4670 0.8544 -3.9641 0.5 -0.1 0.1 -0.14
H -4.5083 -0.7027 -1.6815 -0.3 -0.4 0.3 0.41
C -5.1199 0.4253 0.6178 -0.8 0.1 -0.5 -0.26
O -4.8447 -0.8869 0.1958 0.0 -0.4 -0.1 -0.49
H -5.4276 0.4579 1.6628 0.5 0.2 0.1 0.17
H -4.2853 1.0853 0.3714 0.0 0.1 0.4 -0.13
H -5.9971 0.7509 0.0518 0.1 0.3 -0.1 0.39
H -4.7146 -1.4244 0.9961 0.5 0.2 0.1 0.04
C -1.0587 3.9550 -6.2102 0.4 2.7 -0.8 -0.90
O -1.5298 3.6259 -4.9398 1.0 3.5 0.7 -0.52
H -0.9839 5.0459 -6.2891 -0.2 0.2 -0.1 0.35
H -0.0506 3.6446 -6.5031 0.0 -0.7 0.4 0.20
H -1.7608 3.6267 -6.9734 0.1 0.4 0.0 0.39
H -1.0380 4.1325 -4.2728 0.1 0.5 -0.4 0.41
C 0.0299 4.7082 -2.1863 -0.4 -0.2 2.0 -0.18
O -0.0818 5.3366 -3.4116 0.4 0.5 -1.6 -0.60
H -0.9638 4.4076 -1.8401 0.1 -0.3 0.2 0.38
H 0.6759 3.8316 -2.2264 0.0 0.0 -0.4 -0.07
H 0.4484 5.3740 -1.4262 0.0 0.0 0.0 0.10
H -0.6638 6.0986 -3.3495 0.0 0.0 0.1 0.27
```
Forces are in eV/Å.

The total energy is -92806.681 eV. Its molecular weight is 1026.5 g/mol. Its energy above the lowest of the compared OMol25 structures with the same formula, charge and spin is 194.65 kcal/mol. Its gap between HOMO and LUMO is 8.69 eV. The calculation puts the HOMO energy at -8.64 eV. Its LUMO energy is 0.04 eV.